A 10-piece molecular cluster, C22H64N4O10 overall, computed with the ωB97M-V functional and the def2-TZVPD basis.

The geometry in XYZ format:
```
100
Properties=species:S:1:pos:R:3:forces:R:3:lowdin_spin:R:1
C -1.150 0.063 4.462 2.2 0.4 1.2 0.001
O -1.047 0.094 3.048 -1.1 0.3 0.0 0.005
H -0.389 -0.641 4.800 0.2 -0.1 0.3 0.000
H -0.829 1.038 4.829 -0.4 0.1 0.2 0.000
H -2.037 -0.292 4.987 -0.6 0.4 -0.9 0.000
H -1.473 -0.749 2.874 0.0 -1.1 -1.1 0.000
C -3.063 -0.980 -2.946 0.6 -0.3 0.4 0.000
O -2.046 -1.981 -2.820 0.1 -0.2 -0.9 0.017
H -2.640 -0.014 -3.220 0.1 0.2 0.0 0.000
H -3.734 -1.277 -3.752 -0.1 -0.1 0.3 0.000
H -3.533 -0.912 -1.964 -0.6 0.2 -0.3 0.000
H -1.450 -1.729 -2.111 -0.2 0.1 0.3 0.001
C 3.388 2.850 -0.783 0.6 0.0 -1.1 0.000
O 2.187 2.931 -0.899 -4.1 -0.3 0.4 0.000
N 4.104 2.131 -1.579 1.6 -2.8 -2.3 0.000
N 4.121 3.552 -0.002 0.9 3.1 3.7 0.001
H 3.605 1.510 -2.200 0.9 -0.1 -0.1 0.000
H 5.093 2.146 -1.375 -0.2 -0.8 -0.9 0.000
H 5.087 3.371 0.229 -0.3 0.0 -0.2 0.000
H 3.584 4.119 0.639 0.3 0.2 0.5 0.000
C -0.277 0.326 -0.588 -3.2 -2.9 -2.4 0.059
O -1.025 -0.679 -0.632 1.6 0.8 0.6 0.204
N -0.274 1.166 0.380 0.3 1.8 3.6 0.373
N 0.488 0.746 -1.559 0.7 -1.6 -2.6 0.308
H -0.776 0.886 1.211 -0.4 0.3 1.2 0.008
H 0.606 1.656 0.440 0.1 0.9 0.7 0.005
H 1.112 1.538 -1.500 1.0 1.0 0.3 0.006
H 0.568 0.040 -2.277 0.4 0.2 -1.0 0.008
C 0.302 4.162 2.396 -0.6 -0.1 0.6 0.001
C 1.670 3.700 2.871 -0.1 1.8 0.8 0.000
C 1.936 2.255 2.777 0.7 -1.3 -0.3 0.000
O 2.684 4.529 2.275 0.4 -0.6 -0.3 0.000
H -0.005 5.016 2.999 0.0 0.1 -0.1 0.000
H -0.429 3.385 2.623 -0.1 0.0 0.0 0.000
H 0.172 4.466 1.357 0.6 -0.3 -0.2 0.000
H 1.758 3.895 3.940 -0.4 0.2 0.2 0.000
H 2.798 1.934 3.361 0.4 0.3 -0.3 0.000
H 2.085 1.943 1.744 0.1 -0.2 -0.1 0.000
H 1.151 1.671 3.258 -0.4 0.2 -0.4 0.000
H 2.640 5.403 2.669 -0.1 0.0 0.0 0.000
C -3.271 5.296 2.669 0.1 -0.8 -0.9 0.000
C -3.957 3.934 2.502 -0.2 -0.3 2.0 0.000
C -3.329 2.793 3.264 1.6 -1.4 0.0 0.000
O -5.260 4.009 3.029 -1.8 0.3 -1.0 0.000
H -3.172 5.521 3.731 0.2 0.1 -0.1 0.000
H -3.829 6.080 2.157 -0.2 -0.1 0.2 0.000
H -2.308 5.251 2.160 0.3 0.1 0.3 0.000
H -4.014 3.555 1.481 -0.3 0.6 -0.2 0.000
H -3.824 1.828 3.156 -0.7 0.2 -0.5 0.000
H -3.220 2.835 4.348 0.0 0.9 0.1 0.000
H -2.348 2.533 2.868 0.4 0.3 0.1 0.000
H -5.302 4.190 3.971 0.5 0.0 0.0 0.000
C 1.142 -3.128 1.164 -0.1 -0.2 0.0 0.000
C 0.381 -4.321 0.586 1.8 -2.3 1.2 0.000
C 1.119 -5.673 0.844 1.6 0.5 -1.1 0.000
O -0.800 -4.558 1.325 -1.3 1.2 -0.3 0.000
H 0.519 -2.238 1.253 -0.1 0.1 -0.3 0.000
H 2.008 -2.915 0.538 -0.1 0.1 -0.1 0.000
H 1.537 -3.310 2.163 -0.2 -0.3 0.1 0.000
H 0.277 -4.229 -0.495 -0.6 0.3 0.0 0.000
H 0.714 -6.497 0.256 -0.6 0.0 0.2 0.000
H 1.239 -5.950 1.891 -0.6 0.2 0.0 0.000
H 2.144 -5.640 0.475 0.3 0.2 -0.2 0.000
H -1.386 -5.141 0.836 0.0 -0.1 -0.1 0.000
C -3.990 -2.122 3.672 0.3 -0.3 0.1 0.000
C -3.178 -2.767 2.516 -0.4 1.2 0.3 0.000
C -3.488 -2.047 1.196 -0.7 -1.1 0.0 0.001
O -1.795 -2.604 2.794 -0.1 1.3 1.2 0.000
H -5.074 -2.196 3.580 0.0 -0.3 -0.5 0.000
H -3.799 -1.054 3.770 0.3 0.1 -0.2 0.000
H -3.762 -2.586 4.632 0.2 -0.1 0.0 0.000
H -3.392 -3.835 2.518 -0.2 -0.1 -0.4 0.000
H -2.834 -2.403 0.400 0.1 0.1 0.0 0.000
H -3.449 -0.960 1.273 0.2 0.0 0.2 0.000
H -4.505 -2.306 0.902 -0.1 0.1 -0.1 0.000
H -1.265 -3.085 2.154 -0.2 -0.6 -0.3 0.000
C 2.020 -2.703 -2.541 -0.5 -0.2 0.3 0.000
C 1.289 -3.265 -3.767 2.3 -0.7 1.8 0.000
C 0.365 -4.347 -3.372 -0.2 -1.5 0.6 0.000
O 0.616 -2.232 -4.316 -1.2 1.8 -1.6 0.000
H 2.446 -3.494 -1.925 0.7 0.2 -0.2 0.000
H 1.291 -2.222 -1.888 -0.4 0.1 0.1 0.000
H 2.693 -1.917 -2.883 0.4 -0.3 0.2 0.000
H 2.100 -3.646 -4.387 -0.2 0.0 -0.7 0.000
H 0.926 -5.050 -2.756 -0.1 -0.3 -0.1 0.000
H -0.070 -4.899 -4.205 0.0 0.1 -0.1 0.000
H -0.438 -3.975 -2.737 -0.2 0.2 0.0 0.000
H -0.267 -2.375 -3.969 -0.8 0.7 -0.4 0.000
C 3.076 -0.156 -6.493 0.6 -0.5 0.2 0.000
C 3.284 1.176 -5.867 -0.2 1.1 0.1 0.000
C 2.514 1.318 -4.570 -0.5 0.5 0.5 0.000
O 4.627 1.380 -5.525 1.5 -0.6 0.1 0.000
H 3.126 -0.897 -5.695 -0.6 -0.3 -0.1 0.000
H 3.894 -0.450 -7.151 -0.1 0.4 -0.3 0.000
H 2.126 -0.087 -7.024 0.0 -0.7 0.1 0.000
H 3.032 1.938 -6.605 -0.5 0.2 0.1 0.000
H 2.919 0.588 -3.869 0.0 -0.4 0.0 0.000
H 1.430 1.210 -4.604 -0.1 -0.2 -0.3 0.000
H 2.716 2.295 -4.133 -0.1 0.2 0.0 0.000
H 4.793 2.286 -5.254 -0.2 0.1 -0.1 0.000
```
Forces are in eV/Å.

Calculated values
Energy (eV): -50277.8409
⟨S²⟩: 0.764
Spin multiplicity: 2
Strongest force on any atom (eV Å⁻¹): 4.95
Net charge: +1
Frontier orbital gap (alpha / beta) (eV): 9.887 / 3.279